The following is a DFT calculation (ωB97M-V/def2-TZVPD) of a molecular structure, C44H51N8O3S4SiSr in a non-equilibrium geometry.

## Properties
- Frontier orbital gap: 0.2286 hartree
- Relative energy (zero: lowest compared OMol25 entry of this formula, charge and spin): 95.8 kJ/mol
- LUMO energy: 1.8 eV
- Total charge: -1
- Highest occupied orbital energy: -4.44 eV

Element x y z (Å)
Sr 0.253 -0.110 -0.153
S 1.491 3.001 -2.794
S 1.071 -4.108 0.823
S -1.906 -4.442 1.230
S -4.187 -5.964 2.392
Si -0.827 0.678 3.586
O 2.448 0.137 -0.328
O 3.147 0.841 -2.367
O 0.701 2.604 -1.582
N -0.650 0.252 -2.984
N 0.410 2.467 1.779
N -1.482 -6.434 2.634
N -0.530 -3.927 -3.224
N 0.190 -1.792 -3.718
N 1.061 0.108 -4.644
N -0.600 -2.235 -1.579
N -0.201 -5.991 2.295
C 2.945 3.922 -2.320
C 1.013 4.980 -4.672
C -0.378 -8.838 5.213
C 0.270 6.005 -5.232
C 0.443 -0.512 7.973
C 4.025 5.666 -1.099
C -5.211 2.300 4.272
C 0.175 -0.403 -3.708
C -0.237 -4.944 1.525
C 0.381 2.101 3.208
C -4.130 3.153 4.455
C -0.405 -7.755 4.351
C -1.434 -9.742 5.246
C -2.508 -9.554 4.392
C 0.527 5.256 2.177
C -0.692 -5.031 -2.292
C -0.912 6.419 -4.626
C -1.350 5.804 -3.462
C 0.006 -1.115 5.683
C -0.754 3.249 1.332
C -0.606 4.777 -2.891
C -0.462 4.742 1.132
C -4.986 0.988 3.874
C -0.267 1.152 6.387
C 5.218 5.370 -1.753
C -0.721 -4.243 -4.627
C -2.547 -8.474 3.519
C 0.575 4.387 -3.494
C -0.354 -2.655 -2.756
C -0.738 -0.588 2.342
C 4.127 3.604 -2.965
C 1.856 4.476 2.117
C -1.499 -7.562 3.509
C 2.880 4.941 -1.382
C 0.387 -1.473 6.973
C 0.112 0.806 7.678
C -3.689 0.537 3.655
C -0.326 0.203 5.360
C 1.666 3.125 1.412
C 2.837 -0.020 -1.531
C -2.838 2.690 4.233
C -2.583 1.376 3.823
C 5.271 4.339 -2.681
C -2.544 -5.745 2.161
H -1.136 2.839 0.388
H -0.928 4.277 -1.985
H -1.492 7.221 -5.065
H 0.161 -4.724 -5.065
H 0.230 2.976 3.865
H -2.278 6.114 -2.999
H -3.532 -0.493 3.351
H 1.673 3.255 0.332
H -1.400 5.299 1.181
H -3.333 -10.256 4.393
H -1.558 -4.938 -4.724
H -0.054 4.902 0.129
H -3.385 -8.340 2.854
H -0.534 2.185 6.180
H -4.293 4.177 4.770
H 0.639 -2.503 7.196
H -6.221 2.655 4.440
H 1.961 -0.353 -4.634
H -0.542 1.254 -3.096
H 2.493 2.453 1.646
H -0.038 -1.873 4.908
H 0.074 5.145 3.166
H 3.986 6.466 -0.371
H 0.784 -2.218 -4.407
H -1.746 -5.230 -2.074
H 6.204 4.095 -3.171
H 0.703 6.324 2.033
H 0.415 -7.054 4.309
H -0.253 -5.926 -2.735
H 0.609 6.482 -6.143
H 2.236 4.321 3.128
H 1.945 5.165 -0.884
H -1.548 3.131 2.066
H -1.415 -10.584 5.927
H -2.008 3.375 4.391
H 0.146 1.561 8.455
H 6.109 5.946 -1.537
H -0.158 -4.823 -1.363
H 1.371 1.706 3.463
H 0.744 -0.786 8.977
H -1.011 -2.957 -0.995
H -5.823 0.314 3.734
H 4.155 2.771 -3.657
H -0.964 -3.353 -5.201
H 2.895 -1.075 -1.880
H 2.618 5.048 1.579
H 0.476 -8.976 5.864
H -1.709 -1.085 2.210
H 1.934 4.649 -5.139
H 1.200 1.102 -4.533
H -0.013 -1.370 2.618

Results of the Mulliken charge analysis, in e, for atoms 1 through 5:
1 Sr 1.421
2 S 0.357
3 S -0.288
4 S -0.136
5 S -0.429



The following is a DFT calculation (ωB97M-V/def2-TZVPD) of a molecular structure, C44H51NP2PdSi in a non-equilibrium geometry.

## Properties
- Frontier orbital gap (alpha / beta): 0.2916 / 0.1821 hartree
- LUMO energy (alpha / beta): -5.1 / -8.1 eV
- Multiplicity: 5
- Total charge: +2
- <S²>: 6.06
- Highest occupied orbital energy (alpha / beta): -13.05 / -13.06 eV

Element x y z (Å)
Pd 1.243 -0.884 1.280
P 1.528 0.505 -3.601
P -0.053 -1.766 -3.198
Si 1.886 0.968 4.506
N 0.984 -0.261 3.604
C -1.833 -3.457 -6.595
C -1.559 -2.583 -5.536
C -1.000 -0.306 -3.706
C 0.800 2.212 5.402
C 2.310 0.099 -7.682
C -2.166 3.261 3.450
C 3.087 -1.278 1.712
C -0.875 -3.333 4.382
C -0.499 -2.846 -4.656
C 3.430 3.472 -1.549
C -0.025 -1.019 5.737
C 0.909 3.164 -2.734
C 2.211 0.810 -5.347
C 2.499 4.520 -1.509
C -3.196 0.184 3.967
C -3.297 1.360 4.884
C 2.990 1.927 -5.678
C 0.321 -3.966 -4.880
C -3.361 2.757 4.226
C -1.595 -2.315 0.516
C 3.077 1.225 -8.004
C -0.029 -2.425 3.734
C -0.208 0.740 -4.046
C -2.241 -3.184 -2.070
C 0.354 -1.205 4.343
C -0.785 -1.950 -0.553
C -1.889 3.039 2.165
C -1.035 -4.588 -6.791
C -3.722 1.192 1.676
C -3.050 -3.555 -0.987
C -2.428 1.963 1.238
C -1.324 -3.057 5.684
C -3.515 0.089 2.670
C 1.239 4.364 -2.098
C 2.991 0.270 5.861
C -1.112 -2.386 -1.848
C 0.048 -4.832 -5.937
C -0.854 -1.930 6.380
C 3.423 2.133 -6.996
C -2.721 -3.133 0.300
C 1.883 -0.110 -6.366
C 3.105 2.275 -2.184
C 3.096 1.850 3.398
C 1.843 2.121 -2.793
H 3.417 -1.318 2.749
H 2.762 5.460 -1.022
H -1.323 -1.967 1.505
H 0.356 -0.151 6.291
H 1.279 -0.991 -6.136
H -3.323 -3.427 1.162
H -4.078 0.685 0.758
H -2.092 -0.340 -3.753
H 1.170 -4.142 -4.215
H 0.585 1.914 6.441
H 0.129 -1.323 -0.383
H -2.025 -3.721 6.193
H -2.680 2.440 0.268
H 4.415 3.585 -1.094
H -4.239 1.238 5.457
H -1.155 3.698 1.643
H -1.253 -5.280 -7.606
H 3.815 0.978 6.030
H -4.485 1.921 1.985
H 3.423 -0.697 5.580
H 3.960 2.134 4.020
H 4.021 3.014 -7.233
H -1.137 -1.737 7.425
H 0.686 -5.703 -6.093
H 0.365 -2.615 2.718
H -2.461 1.317 5.610
H -2.500 -3.513 -3.077
H 3.250 2.654 -4.906
H 0.512 5.178 -2.068
H 3.453 -0.360 1.191
H 3.435 1.190 2.592
H 3.213 -2.204 1.133
H 2.038 -0.613 -8.464
H -2.181 -1.695 -5.421
H -1.205 -4.244 3.878
H -1.586 4.046 3.992
H -2.671 -3.255 -7.263
H 3.408 1.392 -9.029
H 3.823 1.453 -2.231
H -3.935 -4.177 -1.152
H 1.398 3.136 5.466
H -0.077 3.064 -3.189
H -0.510 1.638 -4.596
H -3.570 -0.917 2.237
H -0.150 2.447 4.897
H -2.876 -0.730 4.487
H -3.449 3.474 5.051
H 2.637 2.751 2.963
H 2.458 0.147 6.811
H -4.289 2.828 3.642
H -1.641 1.212 0.986

Results of the Mulliken charge analysis, in e, for atoms 1 through 5:
1 Pd 0.276
2 P 0.498
3 P 0.255
4 Si -0.110
5 N 0.654